Record 1
Computed, not measured: a cluster of 2 separate species, C2H2Cl2S2 in total in a non-equilibrium geometry, with ωB97M-V with the def2-TZVPD basis set.

Geometry as XYZ:
```
8
Properties=species:S:1:pos:R:3
C -1.8279 -0.6075 -1.3850
C -0.4794 -0.4130 -0.9648
S -2.9798 0.5454 -1.4606
S 0.0669 1.1896 -1.1410
Cl -2.1124 -2.2643 -1.8276
Cl 0.7935 -1.6926 -1.0045
H -1.0315 -0.1723 1.0108
H 1.3360 0.9354 -1.2433
```

## Properties
* multiplicity: 1
* frontier orbital gap (spin up / spin down): 0.26184 / 0.27995 Ha
* ΔE to the lowest compared entry with this formula, charge and spin: 3.796 eV

Taken from the natural (NBO) analysis, the atomic charges in e are: -0.306, -0.291, 0.115, 0.179, 0.047, 0.043, 0.088, 0.125

Record 2
Computed, not measured: the molecule C2H2Cl3F in a non-equilibrium geometry, with ωB97M-V with the def2-TZVPD basis set.

Geometry as XYZ:
```
8
Properties=species:S:1:pos:R:3
F -0.8340 1.3718 -0.8696
C 0.1890 0.7398 -0.2804
Cl 0.7885 1.6164 1.1533
C -0.0802 -0.7101 0.1725
Cl -1.3912 -0.8331 1.4671
Cl -0.5988 -1.6030 -1.2909
H 1.1162 0.6840 -0.8552
H 0.8105 -1.2658 0.5032
```

## Properties
* multiplicity: 1
* frontier orbital gap: 0.43547 Ha
* structure (SMILES): F[C@@H](Cl)C(Cl)Cl
* ΔE to the lowest compared entry with this formula, charge and spin: 0.315 eV

Taken from the natural (NBO) analysis, the atomic charges in e are: -0.301, 0.175, -0.047, -0.232, -0.027, -0.013, 0.196, 0.250

Record 3
Computed, not measured: a cluster of 2 separate species, C2H2Cl3NO in total in a non-equilibrium geometry, with ωB97M-V with the def2-TZVPD basis set.

Geometry as XYZ:
```
9
Properties=species:S:1:pos:R:3
C -0.7228 0.3426 0.0243
C 0.7395 0.5186 0.0189
N -1.0517 -1.6242 0.4894
O -0.7209 -2.3211 -0.3604
Cl 1.1961 1.9878 -0.9332
Cl 1.6152 -0.8450 -0.7578
Cl 1.3763 0.7112 1.6648
H -1.2572 0.8455 0.8103
H -1.1745 0.3845 -0.9563
```

## Properties
* multiplicity: 1
* frontier orbital gap: 0.30391 Ha
* ΔE to the lowest compared entry with this formula, charge and spin: 3.387 eV

Taken from the natural (NBO) analysis, the atomic charges in e are: -0.458, -0.112, 0.279, -0.171, -0.010, 0.002, 0.020, 0.229, 0.220

Record 4
Computed, not measured: a structure of composition C2H2Cl3NS in a non-equilibrium geometry, with ωB97M-V with the def2-TZVPD basis set.

Geometry as XYZ:
```
9
Properties=species:S:1:pos:R:3
C -0.2044 3.1793 -0.5012
C 3.0537 1.3828 1.3663
N 0.4778 2.1206 -0.7547
S 1.6156 1.0821 -0.4778
Cl 4.4704 0.9798 0.4107
Cl 2.6122 0.1887 2.5301
Cl 2.9163 2.9385 2.1508
H -0.2379 3.9423 0.2916
H -0.9825 3.4460 -1.1669
```

## Properties
* multiplicity: 1
* frontier orbital gap: 0.30413 Ha
* ΔE to the lowest compared entry with this formula, charge and spin: 2.520 eV

Taken from the natural (NBO) analysis, the atomic charges in e are: -0.093, -0.329, -0.594, 0.529, 0.042, 0.048, 0.045, 0.182, 0.170

Record 5
Computed, not measured: a cluster of 2 separate species, C2H2Cl3NS in total in a non-equilibrium geometry, with ωB97M-V with the def2-TZVPD basis set.

Geometry as XYZ:
```
9
Properties=species:S:1:pos:R:3
C 2.7348 -1.2399 -0.9342
N 2.3597 -0.1533 -0.6814
S 1.9806 1.2309 -0.2477
H 2.9485 -2.1404 -1.4475
Cl -3.5169 0.6718 1.5048
C -1.8882 0.4916 0.7379
Cl -1.9987 -0.9381 -0.2785
Cl -1.3606 1.9230 -0.1141
H -1.2591 0.1544 1.4607
```

## Properties
* multiplicity: 1
* frontier orbital gap: 0.33821 Ha
* structure (SMILES): C#[N+][S-].ClC(Cl)Cl
* ΔE to the lowest compared entry with this formula, charge and spin: 2.095 eV

Taken from the natural (NBO) analysis, the atomic charges in e are: 0.078, -0.422, 0.095, 0.249, -0.018, -0.247, 0.001, 0.056, 0.207

Record 6
Computed, not measured: a structure of composition C2H2Cl3O3P in a non-equilibrium geometry, with ωB97M-V with the def2-TZVPD basis set.

Geometry as XYZ:
```
11
Properties=species:S:1:pos:R:3
C 0.6812 -0.9205 0.0441
C 0.4870 1.8366 -0.7325
O -1.6916 3.1334 0.2529
O 0.1183 4.1309 -1.2618
O -1.6381 2.6021 -2.2279
P -0.9343 3.0794 -1.0086
Cl 1.5346 -0.9060 1.4960
Cl 1.3536 1.5223 -2.2061
Cl 1.7792 2.2632 0.3851
H -0.1568 -0.2898 0.1903
H 1.2172 -0.6981 -0.8959
```

## Properties
* multiplicity: 1
* frontier orbital gap (spin up / spin down): 0.18970 / 0.20348 Ha
* charge: -2
* ΔE to the lowest compared entry with this formula, charge and spin: 4.277 eV

Taken from the natural (NBO) analysis, the atomic charges in e are: -0.500, -0.437, -1.215, -1.163, -1.218, 2.375, -0.047, -0.097, -0.104, 0.207, 0.198

Record 7
Computed, not measured: the molecule C2H2Cl3P in a non-equilibrium geometry, with ωB97M-V with the def2-TZVPD basis set.

Geometry as XYZ:
```
8
Properties=species:S:1:pos:R:3
P -0.7094 1.2445 -0.5867
C 0.1669 0.0588 0.4436
Cl 0.4630 0.3411 2.1035
C 0.7678 -0.9346 -0.2053
Cl 1.6451 -2.1694 0.5091
Cl 0.4655 -1.2633 -1.8778
H -1.8039 0.5503 -0.8224
H -0.9951 2.1726 0.4360
```

## Properties
* multiplicity: 1
* frontier orbital gap: 0.35402 Ha
* structure (SMILES): PC(Cl)=C(Cl)Cl
* ΔE to the lowest compared entry with this formula, charge and spin: 2.234 eV

Taken from the natural (NBO) analysis, the atomic charges in e are: 0.352, -0.388, 0.062, -0.139, 0.084, 0.051, -0.018, -0.003

Record 8
Computed, not measured: the molecule C2H2Cl3P in a non-equilibrium geometry, with ωB97M-V with the def2-TZVPD basis set.

Geometry as XYZ:
```
8
Properties=species:S:1:pos:R:3
C -1.1611 0.1284 0.7215
C -0.1839 0.3544 -0.2052
Cl -0.0845 1.8554 -1.0200
P 0.9007 -0.9980 -0.8053
Cl 1.8062 -1.4224 0.8870
Cl 2.2236 0.1435 -1.6849
H -2.0334 0.7567 1.0159
H -1.4676 -0.8181 1.0909
```

## Properties
* multiplicity: 1
* frontier orbital gap: 0.35570 Ha
* structure (SMILES): C=C(Cl)P(Cl)Cl
* ΔE to the lowest compared entry with this formula, charge and spin: 0.759 eV

Taken from the natural (NBO) analysis, the atomic charges in e are: -0.383, -0.417, 0.046, 0.816, -0.252, -0.243, 0.222, 0.211

Record 9
Computed, not measured: the molecule C2H2ClF in a non-equilibrium geometry, with ωB97M-V with the def2-TZVPD basis set.

Geometry as XYZ:
```
6
Properties=species:S:1:pos:R:3
C 0.4019 0.5550 -0.0955
C -0.2491 -0.5169 -0.1198
F 0.4445 -1.6218 -0.0494
Cl -2.0093 -0.5501 -0.0282
H 1.4806 0.4849 0.4152
H -0.0687 1.6488 -0.1223
```

## Properties
* multiplicity: 1
* frontier orbital gap: 0.39993 Ha
* structure (SMILES): C=C(F)Cl
* ΔE to the lowest compared entry with this formula, charge and spin: 0.965 eV

Taken from the natural (NBO) analysis, the atomic charges in e are: -0.505, 0.345, -0.302, -0.009, 0.235, 0.235

Record 10
Computed, not measured: the molecule C2H2ClF in a non-equilibrium geometry, with ωB97M-V with the def2-TZVPD basis set.

Geometry as XYZ:
```
6
Properties=species:S:1:pos:R:3
F -1.5824 -0.3482 0.8538
C -0.2355 -0.0648 0.7025
C 0.1861 -0.1502 -0.5602
Cl 1.7487 0.5743 -1.0375
H 0.2503 0.1279 1.6365
H -0.3673 -0.1390 -1.5952
```

## Properties
* multiplicity: 1
* frontier orbital gap: 0.39874 Ha
* structure (SMILES): F/C=C/Cl
* ΔE to the lowest compared entry with this formula, charge and spin: 0.741 eV

Taken from the natural (NBO) analysis, the atomic charges in e are: -0.340, 0.205, -0.283, -0.044, 0.202, 0.261

Record 11
Computed, not measured: the molecule C2H2ClF3, with ωB97M-V with the def2-TZVPD basis set.

Geometry as XYZ:
```
8
Properties=species:S:1:pos:R:3
F 0.4815 -1.2835 -1.0798
C 0.6235 -0.1004 -0.4649
F 1.7892 -0.1426 0.2163
C -0.5333 0.1675 0.5126
F -0.7868 -0.9241 1.2630
Cl -1.9942 0.5989 -0.4080
H 0.6964 0.6910 -1.2270
H -0.2762 0.9932 1.1877
```

## Properties
* multiplicity: 1
* frontier orbital gap: 0.45954 Ha
* structure (SMILES): FC(F)[C@H](F)Cl
* ΔE to the lowest compared entry with this formula, charge and spin: 0.490 eV

Taken from the natural (NBO) analysis, the atomic charges in e are: -0.320, 0.525, -0.332, 0.146, -0.316, -0.040, 0.142, 0.194

Record 12
Computed, not measured: a cluster of 2 separate species, C2H2ClI in total in a non-equilibrium geometry, with ωB97M-V with the def2-TZVPD basis set.

Geometry as XYZ:
```
6
Properties=species:S:1:pos:R:3
C -1.0671 0.7348 -0.6675
C -1.6241 -0.1039 -0.0234
Cl -1.9316 -1.3565 0.9544
H -0.5512 1.5236 -1.1145
I 3.4058 -0.3782 0.5063
H 1.7682 -0.4198 0.3446
```

## Properties
* multiplicity: 1
* frontier orbital gap: 0.38547 Ha
* structure (SMILES): C#CCl.I
* ΔE to the lowest compared entry with this formula, charge and spin: 1.450 eV

Taken from the natural (NBO) analysis, the atomic charges in e are: -0.241, -0.133, 0.136, 0.239, -0.109, 0.108

Question: Which of these has the highest ΔE to the lowest compared entry with this formula, charge and spin?
Answer: C2H2Cl3O3P

Question: Number 12 is which compound?
Answer: C2H2ClI

Question: What is the formula in the sixth record?
Answer: C2H2Cl3O3P